Molecular formula: H14HgO7
Method: DFT, ωB97M-V with the def2-TZVPD basis set

Structure (XYZ):
```
22
Properties=species:S:1:pos:R:3:forces:R:3:nbo_charge:R:1
Hg 25.701 -30.143 8.028 0.2 0.5 -0.2 1.73
O 23.320 -30.558 8.569 0.5 -0.4 0.9 -0.97
H 22.744 -30.140 7.955 -1.0 0.5 -1.2 0.50
H 22.956 -30.262 9.411 0.0 -0.3 0.3 0.50
O 25.290 -32.007 6.905 1.2 -0.5 -1.5 -1.00
H 24.448 -32.448 6.917 -0.8 -0.5 0.2 0.53
H 25.740 -32.274 6.064 -0.5 0.1 1.1 0.53
O 27.313 -29.811 5.987 0.0 0.2 1.6 -0.98
H 26.841 -30.266 5.328 -1.2 -1.0 -1.4 0.49
H 27.996 -29.410 5.480 1.4 0.8 -0.5 0.51
O 24.614 -29.146 6.149 -0.7 0.7 -1.7 -1.01
H 24.939 -28.399 5.579 -0.3 -0.8 0.9 0.53
H 23.884 -29.542 5.618 0.6 0.4 0.5 0.51
O 25.029 -28.332 9.347 1.6 -0.2 -1.4 -0.96
H 25.454 -28.520 10.163 0.3 0.2 1.4 0.49
H 24.149 -28.087 9.506 -2.0 0.8 0.5 0.51
O 27.677 -29.081 8.639 0.7 -0.5 -1.0 -1.00
H 27.951 -28.362 9.197 0.1 0.7 0.6 0.52
H 28.306 -29.066 7.888 -0.4 -0.2 0.5 0.52
O 25.991 -31.205 10.083 -1.3 0.2 2.3 -0.96
H 26.286 -30.564 10.752 1.1 0.0 -0.4 0.49
H 25.244 -31.507 10.668 0.4 -0.6 -1.3 0.51
```
Positions in Å, forces in eV/Å.

Values from the calculation:
HOMO = -19.52 eV
orbital gap = 11.723 eV
charge = +2
LUMO energy = -7.80 eV